Entry from OMol25: C23H17F12N2O2Pd as an isolated structure at a distorted geometry (the ωB97M-V functional and the def2-TZVPD basis).

Calculated values
energy above the lowest of the compared OMol25 structures with the same formula, charge and spin: 0.00 kcal/mol
HOMO energy: -3.8388 eV
LUMO energy: 2.475 eV
molecular weight: 687.80 g mol⁻¹
total charge: -1
DFT total energy: -67295.671 eV

Atoms and positions in Å:
Pd  0.12583  -0.08861  0.01039
C  -2.59783  4.61656  4.46389
C  -1.92002  3.93832  3.30005
C  -0.82207  4.50025  2.66006
C  -0.16745  3.82892  1.65245
C  -0.55677  2.53873  1.22757
N  0.18632  1.87678  0.29272
C  1.02861  2.51570  -0.60601
C  0.52697  3.59642  -1.34724
C  1.30182  4.28486  -2.25648
C  2.62498  3.92126  -2.46828
C  3.50158  4.64025  -3.46170
C  3.12214  2.83795  -1.75561
C  2.35702  2.10991  -0.84838
C  2.95910  0.91967  -0.06938
O  2.18430  -0.17169  0.12470
C  3.43349  1.48768  1.31541
F  4.21321  0.61728  1.98508
F  4.14980  2.62805  1.20001
F  2.39414  1.76175  2.10498
C  4.23918  0.36045  -0.78595
F  5.33641  1.15099  -0.71585
F  4.61010  -0.81468  -0.26612
F  4.00649  0.13871  -2.09172
C  -1.70562  1.98214  1.84508
C  -2.34042  2.69205  2.86146
C  -2.26568  0.60509  1.42468
O  -1.92449  0.13308  0.20337
C  -1.89426  -0.41745  2.56622
F  -0.56317  -0.49896  2.73687
F  -2.31996  -1.66421  2.26764
F  -2.39652  -0.11621  3.77905
C  -3.84177  0.66048  1.34904
F  -4.50417  0.67760  2.52754
F  -4.24330  1.74987  0.67756
F  -4.32678  -0.40098  0.69162
H  -2.43491  5.69510  4.43940
H  -2.20203  4.24158  5.41215
H  -3.67260  4.42788  4.45955
H  -0.46463  5.47832  2.96741
H  0.70027  4.27427  1.18493
H  -0.50349  3.88040  -1.17319
H  0.87437  5.11496  -2.80976
H  3.09700  5.62277  -3.70689
H  3.58705  4.07027  -4.39070
H  4.51020  4.77114  -3.06620
H  4.15924  2.58479  -1.92037
H  -3.20162  2.26180  3.35353
C  -1.39257  -5.14209  0.30637
C  0.03105  -4.56593  0.28002
C  0.01141  -3.18631  -0.18389
N  -0.06137  -2.11957  -0.59352
H  -1.36452  -6.22025  0.45605
H  -1.90485  -4.93557  -0.63172
H  -1.96834  -4.68924  1.11153
H  0.67524  -5.14166  -0.38523
H  0.47665  -4.58546  1.27448